--- A ---
{
  "formula": "C5H14N2",
  "method": "ωB97M-V with the def2-TZVPD basis set",
  "homo_ha": -0.3278,
  "lumo_ev": 1.000,
  "smiles": "CC(C)CNCN",
  "species": ["C", "C", "C", "C", "N", "C", "N", "H", "H", "H", "H", "H", "H", "H", "H", "H", "H", "H", "H", "H", "H"],
  "xyz": [[-0.1436, -0.6602, -0.0915], [0.3786, 0.0888, 1.1407], [0.7178, -0.9288, 2.2874], [1.5131, 1.0799, 0.9349], [-1.4846, -0.0051, -0.4551], [-1.4398, 0.6157, -1.8035], [-0.8444, -0.0679, -2.9669], [0.4874, -0.4902, -0.9612], [-0.3296, -1.7049, 0.1246], [-0.4194, 0.6496, 1.6318], [1.7527, -0.8505, 2.6413], [0.1663, -0.7852, 3.2210], [0.5608, -1.9673, 2.0123], [1.8797, 1.5216, 1.8546], [1.0717, 1.9253, 0.3862], [2.3545, 0.7350, 0.3496], [-2.2019, -0.7218, -0.5267], [-0.8740, 1.5391, -1.6773], [-2.4729, 0.8268, -2.1033], [0.1081, 0.2774, -2.9717], [-0.7806, -1.0772, -3.0273]]
}

=====

--- B ---
{
  "formula": "C5H14N2",
  "method": "ωB97M-V with the def2-TZVPD basis set",
  "homo_ha": -0.3312,
  "lumo_ev": 1.100,
  "smiles": "CC[C@@H](C)NCN",
  "species": ["C", "C", "C", "C", "N", "C", "N", "H", "H", "H", "H", "H", "H", "H", "H", "H", "H", "H", "H", "H", "H"],
  "xyz": [[-1.0535, 0.1562, -1.6345], [-0.4793, -0.1484, -0.1462], [-0.2314, 1.2434, 0.5485], [-1.4503, 2.2692, 0.6019], [0.6895, -0.8586, -0.4617], [1.2095, -1.6179, 0.6476], [2.4811, -2.3222, 0.3349], [-0.4257, 0.7420, -2.2534], [-2.1572, 0.5745, -1.6658], [-1.1319, -0.7614, -2.3548], [-1.1569, -0.6244, 0.4613], [-0.0440, 1.0489, 1.5874], [0.6442, 1.8311, 0.3427], [-2.0211, 2.1226, -0.4336], [-1.0925, 3.3590, 0.6390], [-2.2609, 1.9124, 1.2164], [0.5105, -1.4540, -1.2511], [0.6229, -2.3989, 1.1941], [1.3450, -0.7753, 1.4389], [3.0744, -1.4970, 0.0975], [2.9275, -2.8011, 1.0909]]
}

=====

--- C ---
{
  "formula": "C5H14N2",
  "method": "ωB97M-V with the def2-TZVPD basis set",
  "homo_ha": -0.3129,
  "lumo_ev": 1.096,
  "smiles": "CC(C)CNCN",
  "species": ["C", "C", "C", "C", "N", "C", "N", "H", "H", "H", "H", "H", "H", "H", "H", "H", "H", "H", "H", "H", "H"],
  "xyz": [[0.1672, -0.0554, 0.8949], [0.6382, 1.2898, 0.3314], [-0.0880, 2.3723, 1.0301], [0.2989, 1.3703, -1.1975], [0.6701, -1.2308, 0.2191], [-0.2376, -2.0294, -0.5498], [-0.7264, -3.2883, -0.0668], [-0.9831, -0.1460, 1.0077], [0.5625, 0.0101, 1.9394], [1.7085, 1.4146, 0.5850], [-0.0416, 2.4971, 2.1195], [-1.1478, 2.1792, 0.7048], [-0.1728, 3.4105, 0.5904], [-0.7435, 1.2471, -1.5102], [0.6411, 2.3494, -1.6120], [0.9302, 0.5750, -1.6762], [1.5166, -1.1445, -0.3761], [-1.1026, -1.2894, -0.8610], [0.3578, -2.1791, -1.6336], [-1.1585, -3.9623, -0.7738], [-1.0892, -3.3902, 0.8345]]
}

=====

Quick look at relative energies in eV: A 0.000; B 0.960; C 0.839.